[1]
8 unconnected molecules or ions with the total composition H16O8. Source: the Open Molecules 2025 dataset; level of theory: the ωB97M-V functional and the def2-TZVPD basis.

XYZ file:
```
24
Properties=species:S:1:pos:R:3:forces:R:3
H 0.2037 -0.6813 -1.5078 2.30 0.16 1.92
H 1.0822 -0.5684 -0.0741 -0.81 -0.45 -1.40
H -1.5154 -1.6256 2.4561 0.00 -0.01 -0.36
H -2.0472 -2.2152 1.1119 1.12 0.43 0.90
H 2.6744 0.4496 0.9002 3.28 -0.56 0.30
H 4.1866 0.5447 0.3645 0.12 0.24 -0.74
H -4.3119 -1.2257 -1.3119 -2.23 -0.90 1.21
H -2.9310 -1.0628 -1.4411 0.27 0.00 -0.92
H 2.0862 4.0875 -1.7300 0.58 0.24 0.10
H 2.1169 2.5531 -1.6046 1.81 -1.95 0.51
H -3.3667 0.2895 -0.5571 -2.69 0.54 1.69
H -4.8697 0.6734 -0.2611 -1.54 1.49 -1.09
H 3.6975 -3.3408 -0.6610 -0.13 -1.85 0.09
H 3.7223 -2.0924 -1.4733 0.00 -0.40 2.35
H 0.2088 2.1207 2.6723 -1.50 -0.87 0.12
H -1.2516 2.4786 2.8402 -0.66 0.54 0.07
O 1.1238 -0.6726 -1.0561 -1.54 0.22 -0.60
O -1.2217 -1.9366 1.5868 -1.11 -0.35 -0.60
O 3.6707 0.2240 1.0918 -3.34 0.47 0.55
O -3.7483 -0.7486 -1.8634 2.92 -1.05 -3.64
O 1.5886 3.2810 -1.7757 -2.43 1.67 -0.61
O -4.1654 0.1793 0.0650 3.28 -0.09 2.78
O 3.7704 -2.4229 -0.5101 0.13 2.17 -2.44
O -0.7031 1.7115 2.7385 2.18 0.30 -0.20
```
Forces are in eV/Å.

LUMO   0.10 eV
Kohn-Sham gap   0.3828 Ha
HOMO energy   -10.319 eV
Electronic energy   -611.407426 hartree
Energy above the lowest of the compared OMol25 structures with the same formula, charge and spin   459.95 kJ/mol
SMILES string   O.O.O.O.O.O.O.O



[2]
8 unconnected molecules or ions with the total composition H16O8. Source: the Open Molecules 2025 dataset; level of theory: the ωB97M-V functional and the def2-TZVPD basis.

XYZ file:
```
24
Properties=species:S:1:pos:R:3:forces:R:3
O -1.2615 -0.1321 3.0048 0.03 0.10 -0.03
H -0.9149 0.6796 3.3964 -0.08 -0.09 -0.04
H -1.5992 0.1358 2.1435 0.25 0.00 0.07
O 2.7885 0.8081 -2.6463 -0.01 -0.22 0.06
H 2.2241 0.3168 -2.0304 0.06 0.39 -0.24
H 2.5082 1.7221 -2.5453 -0.01 -0.04 0.04
O -3.0239 -1.3416 -1.6804 -0.07 -0.07 0.16
H -2.5205 -1.0713 -0.9023 -0.09 0.07 -0.17
H -3.7566 -1.8626 -1.3336 0.09 0.01 -0.08
O 2.9636 -0.6387 0.8108 -0.26 0.00 -0.19
H 2.5529 -0.7341 1.6767 0.04 0.04 -0.07
H 2.2838 -0.2079 0.2579 0.24 -0.06 0.42
O 0.4895 -2.5727 -0.8340 0.15 -0.06 0.18
H 1.3903 -2.9045 -0.9599 -0.14 0.07 0.02
H 0.3117 -2.7077 0.1069 0.07 -0.07 -0.14
O 0.6475 0.1849 -0.6894 -0.38 -0.54 -0.02
H 0.5668 -0.7897 -0.8718 -0.11 0.62 0.12
H -0.2508 0.4656 -0.4385 0.45 -0.28 -0.07
O -2.0321 0.8802 0.0791 -0.18 0.28 0.13
H -2.0675 1.6559 -0.4985 -0.13 -0.18 0.02
H -2.7327 1.0327 0.7273 0.01 0.05 -0.18
O 0.5383 2.6351 1.3521 -0.21 -0.10 0.14
H 0.2831 2.7694 0.4344 0.15 0.00 0.01
H 0.6115 1.6767 1.4406 0.14 0.09 -0.13
```
Forces are in eV/Å.

LUMO   -0.36 eV
Kohn-Sham gap   0.3875 Ha
HOMO energy   -10.902 eV
Electronic energy   -611.501298 hartree
Energy above the lowest of the compared OMol25 structures with the same formula, charge and spin   213.49 kJ/mol
SMILES string   O.O.O.O.O.O.O.O



[3]
A molecular structure, H16O8. Source: the Open Molecules 2025 dataset; level of theory: the ωB97M-V functional and the def2-TZVPD basis.

XYZ file:
```
24
Properties=species:S:1:pos:R:3:forces:R:3
H 0.3714 -0.4437 0.8949 -0.24 -0.28 0.80
H 1.1762 0.8278 0.6818 -0.10 -0.27 0.42
H -2.5483 0.0833 1.1539 -0.09 -0.06 -0.04
H -2.4255 -1.0002 2.2126 -0.10 -0.07 -0.15
H -0.8445 -0.8705 -1.1041 0.38 -0.11 -0.06
H -0.5743 -1.9846 -0.1063 0.25 0.72 -0.79
H 1.2072 1.8111 -1.7205 0.09 0.68 -1.05
H -0.0865 1.5873 -0.9548 0.27 -0.03 -0.23
H -2.9869 2.5813 -1.5840 -0.15 0.00 0.00
H -2.6735 2.8942 -0.1300 -0.14 0.05 0.05
H 3.4140 1.4811 0.8521 0.10 0.07 0.12
H 2.3612 2.5754 0.7879 0.04 0.10 0.02
H 4.8483 -1.7416 -1.0757 -0.02 -0.04 0.09
H 3.9725 -0.7577 -0.3175 -0.05 -0.20 -0.02
H -2.9703 -3.0678 -0.0269 -0.24 -0.05 0.47
H -1.5075 -3.4576 0.1082 -0.34 -0.27 -0.26
O 0.4214 0.3391 0.3348 -2.03 -5.46 8.45
O -3.0351 -0.6450 1.5559 -0.03 0.44 0.33
O -0.7241 -1.8250 -1.0449 3.97 2.23 -2.60
O 0.8033 1.2332 -1.0633 2.09 5.70 -8.10
O -3.4020 2.6655 -0.7182 0.31 -0.04 -0.03
O 2.7495 1.9288 1.3879 -0.12 -0.13 -0.21
O 4.5419 -1.5246 -0.1880 0.01 0.19 -0.10
O -2.0884 -2.6897 0.0643 -3.88 -3.18 2.89
```
Forces are in eV/Å.

LUMO   -0.17 eV
Kohn-Sham gap   0.3147 Ha
HOMO energy   -8.729 eV
Electronic energy   -611.290693 hartree
Energy above the lowest of the compared OMol25 structures with the same formula, charge and spin   766.44 kJ/mol



[4]
8 unconnected molecules or ions with the total composition H16O8. Source: the Open Molecules 2025 dataset; level of theory: the ωB97M-V functional and the def2-TZVPD basis.

XYZ file:
```
24
Properties=species:S:1:pos:R:3:forces:R:3
H -0.0014 1.0876 -0.0898 -0.07 -0.18 -0.01
H -0.0512 0.0374 1.0077 0.16 -0.01 -0.10
H -3.5963 -2.0846 1.3159 -0.03 -0.02 -0.02
H -4.7110 -2.9315 1.9076 0.02 0.01 -0.09
H -3.1600 1.3276 -0.4996 -0.06 -0.05 0.02
H -3.1146 -0.1493 -0.8558 -0.06 0.06 0.00
H 4.5661 1.4328 -1.1659 0.09 0.00 -0.11
H 4.4503 -0.0546 -0.8759 0.38 0.17 -0.03
H -3.3114 5.6797 0.0670 0.07 -0.01 -0.08
H -2.2395 4.7534 0.6177 0.03 0.04 -0.08
H 3.6448 -0.0760 0.8729 -0.36 0.52 0.93
H 3.1396 1.3571 0.8398 -0.04 -0.65 0.38
H 4.9981 -2.5481 -0.4946 0.03 -0.06 0.12
H 3.8036 -1.6115 -0.4164 -0.40 -0.54 0.12
H -2.1870 -2.2863 -0.7960 0.13 -0.09 0.05
H -1.9672 -3.2688 -1.9346 0.00 0.00 0.08
O -0.1436 0.1452 0.0544 0.52 -0.06 0.11
O -4.2542 -2.7480 1.0790 -0.10 0.10 0.26
O -2.7253 0.5012 -0.2606 -0.57 0.11 -0.10
O 4.1801 0.8081 -0.5416 1.47 0.74 -2.93
O -2.5172 5.1983 -0.1910 -0.10 -0.05 0.17
O 3.0815 0.5425 1.3517 -1.23 -0.29 1.95
O 4.5454 -1.9421 0.1027 0.04 0.14 -0.38
O -2.4296 -3.1700 -1.0947 0.10 0.11 -0.26
```
Forces are in eV/Å.

LUMO   0.23 eV
Kohn-Sham gap   0.3826 Ha
HOMO energy   -10.180 eV
Electronic energy   -611.435039 hartree
Energy above the lowest of the compared OMol25 structures with the same formula, charge and spin   387.46 kJ/mol
SMILES string   O.O.O.O.O.O.O.O



[5]
8 unconnected molecules or ions with the total composition H16O8. Source: the Open Molecules 2025 dataset; level of theory: the ωB97M-V functional and the def2-TZVPD basis.

XYZ file:
```
24
Properties=species:S:1:pos:R:3:forces:R:3
O 2.0886 -0.8505 1.7289 -3.15 -4.62 -0.81
H 1.6724 -1.0570 0.8489 1.07 0.64 1.43
H 2.5714 -0.1005 1.7648 2.17 3.80 -0.47
O -0.4666 -2.0773 0.1499 1.68 -1.28 -2.99
H -0.4055 -2.6036 -0.7328 -0.32 1.37 2.46
H -1.2749 -2.3462 0.5560 -1.04 -0.03 0.44
O -0.2333 0.6803 -0.1680 3.89 -3.18 -0.45
H 0.2086 -0.2942 -0.1572 -2.35 2.44 0.67
H 0.4304 1.0069 -0.8051 -0.48 0.91 -0.09
O -1.6620 0.1162 2.3560 -2.63 -9.79 4.22
H -1.1130 -0.5343 2.9724 -1.60 2.49 -2.24
H -1.2021 0.8126 2.0866 2.16 3.13 -0.10
O -0.9235 2.1501 1.9372 2.23 1.27 -1.43
H -0.5160 1.4986 1.2629 0.17 1.90 0.37
H -1.1566 2.8498 1.3519 -0.44 1.16 -0.51
O -2.5590 0.1373 -0.8625 -2.39 -0.20 -0.72
H -1.6951 0.2658 -0.4892 0.32 0.28 0.54
H -3.2439 0.4581 -0.2475 0.80 -0.29 -0.27
O 0.8670 1.1545 -2.7821 1.54 8.05 -0.38
H -0.0154 1.4227 -2.8026 -2.25 0.14 -0.23
H 0.9846 0.3109 -2.7224 0.60 -8.10 0.54
O 2.1672 -1.0266 -1.5085 1.88 -1.08 -2.59
H 2.5457 -1.5452 -2.3180 -1.41 0.87 2.11
H 2.9309 -0.4283 -1.4195 -0.46 0.12 0.49
```
Forces are in eV/Å.

LUMO   -0.27 eV
Kohn-Sham gap   0.3589 Ha
HOMO energy   -10.033 eV
Electronic energy   -611.396879 hartree
Energy above the lowest of the compared OMol25 structures with the same formula, charge and spin   487.65 kJ/mol
SMILES string   O.O.O.O.O.O.O.O



[6]
8 unconnected molecules or ions with the total composition H16O8. Source: the Open Molecules 2025 dataset; level of theory: the ωB97M-V functional and the def2-TZVPD basis.

XYZ file:
```
24
Properties=species:S:1:pos:R:3:forces:R:3
H -0.3067 1.1793 1.2188 0.19 -0.07 -0.14
H -0.0040 0.5119 -0.1127 0.26 0.60 0.15
H 3.4680 2.1405 0.4411 -0.18 0.01 -0.03
H 3.1618 3.6153 0.2378 -0.08 -0.09 0.05
H -4.1792 2.3291 -2.3572 0.09 -0.02 0.00
H -3.6020 2.6233 -0.9823 0.12 -0.05 -0.03
H 1.0430 -1.7351 1.2640 -0.13 0.12 0.19
H -0.1595 -1.3578 0.4144 -0.02 -0.17 0.27
H -0.3401 0.1750 3.4462 0.15 -0.05 0.05
H -1.0609 -1.1334 3.1662 0.03 0.01 0.11
H 2.9609 -0.7585 -1.1198 0.02 0.53 -0.57
H 2.7800 -1.0757 -2.5951 0.09 0.16 0.34
H 1.2206 -1.8257 -1.3046 0.22 -0.03 0.18
H 2.4765 -2.4084 -0.6776 -0.31 -0.33 -0.07
H -4.1719 -0.7535 -0.7871 -0.04 0.14 0.02
H -3.8779 -1.9983 0.0338 -0.14 0.03 0.00
O 0.1960 1.2998 0.4053 -0.67 0.87 -0.26
O 2.9238 2.8581 0.7846 0.31 0.14 0.00
O -3.4333 2.1168 -1.7849 -0.23 -0.03 0.03
O 0.7370 -1.0770 0.6297 0.26 -1.22 -0.39
O -0.1862 -0.7288 3.1490 -0.37 0.01 0.27
O 2.8642 -0.3373 -1.9813 0.82 1.60 -0.32
O 1.9517 -2.4271 -1.4858 -0.61 -2.07 0.18
O -4.4619 -1.2324 -0.0025 0.22 -0.10 -0.04
```
Forces are in eV/Å.

LUMO   -0.15 eV
Kohn-Sham gap   0.3731 Ha
HOMO energy   -10.300 eV
Electronic energy   -611.435699 hartree
Energy above the lowest of the compared OMol25 structures with the same formula, charge and spin   385.72 kJ/mol
SMILES string   O.O.O.O.O.O.O.O



[7]
8 unconnected molecules or ions with the total composition H16O8. Source: the Open Molecules 2025 dataset; level of theory: the ωB97M-V functional and the def2-TZVPD basis.

XYZ file:
```
24
Properties=species:S:1:pos:R:3:forces:R:3
H -0.3088 -0.8272 -0.8114 -1.38 0.69 -0.37
H -1.4586 0.1567 -0.4947 -0.29 1.21 0.84
H -5.3350 -3.2054 -0.8767 -0.32 -0.13 -0.77
H -4.7455 -2.2470 0.1306 -0.07 -0.83 -0.06
H 4.1150 1.3995 -1.1783 -0.11 -1.97 -0.15
H 4.5601 -0.0911 -1.5342 0.40 0.10 -0.14
H 1.2167 1.3496 -0.9980 -0.92 -0.68 1.23
H 0.2276 1.1892 0.2771 0.22 0.67 0.04
H 4.6011 -0.2062 2.1257 -1.48 -0.85 -0.66
H 3.1933 -0.7088 1.5341 -2.20 1.30 -1.53
H 2.2117 -1.8514 3.4194 0.48 0.05 -0.71
H 0.7732 -2.0237 3.1362 1.01 0.03 -1.28
H -2.1720 2.0906 -3.7617 -0.24 -1.04 -0.47
H -3.4275 3.0641 -3.4769 2.05 -0.80 -0.05
H -1.1751 2.0642 1.1255 0.26 0.64 0.10
H -1.7742 0.7731 1.6816 -0.51 1.20 -0.69
O -1.2175 -0.5380 -1.0682 0.16 -2.81 -1.09
O -4.9557 -3.1934 -0.0088 0.41 0.96 0.82
O 3.8490 0.4337 -1.1722 -0.29 1.95 0.30
O 0.6701 0.7412 -0.4342 2.30 0.79 -0.85
O 3.9532 -0.9421 1.9846 3.96 -0.39 2.18
O 1.6362 -1.9280 2.6396 -1.79 -0.16 1.95
O -2.4388 2.9133 -3.3900 -1.78 1.83 0.56
O -1.9986 1.5870 1.1510 0.13 -1.76 0.78
```
Forces are in eV/Å.

LUMO   0.07 eV
Kohn-Sham gap   0.3729 Ha
HOMO energy   -10.073 eV
Electronic energy   -611.443258 hartree
Energy above the lowest of the compared OMol25 structures with the same formula, charge and spin   365.88 kJ/mol
SMILES string   O.O.O.O.O.O.O.O



[8]
8 unconnected molecules or ions with the total composition H16O8. Source: the Open Molecules 2025 dataset; level of theory: the ωB97M-V functional and the def2-TZVPD basis.

XYZ file:
```
24
Properties=species:S:1:pos:R:3:forces:R:3
H 0.7104 -1.4385 1.7761 0.21 0.27 0.39
H 1.0639 0.0229 2.2113 -0.52 0.32 0.47
H -0.1895 -1.9702 -0.0001 -0.35 0.07 -0.08
H -1.0378 -3.1062 0.4240 -0.22 -0.04 0.45
H 1.6772 0.1125 0.6197 0.62 -0.25 -0.65
H 2.7398 -0.3603 -0.3937 0.16 0.01 0.08
H 0.7602 -0.8144 -1.3668 0.29 0.04 0.02
H -0.6168 -1.0674 -1.9486 -0.38 0.18 -0.19
H -1.6539 -0.7084 0.7395 -0.37 0.51 0.28
H -1.9975 0.5073 -0.1406 -0.13 -0.17 0.44
H 1.1575 1.6511 -1.1059 1.68 -1.04 -0.07
H 0.2261 2.3801 -0.2548 -0.09 -0.13 -0.86
H -0.4491 0.8732 1.1257 -0.98 0.27 0.45
H -0.1692 2.0602 2.1586 -0.16 -0.44 -0.26
H -0.7471 1.0606 -1.8032 -0.21 0.05 0.27
H -1.9956 0.9953 -2.6947 0.43 -0.95 1.03
O 1.4429 -0.8384 2.0177 0.27 -1.04 -0.04
O -0.7423 -2.2562 0.7747 0.37 -0.27 -0.37
O 2.0200 0.2681 -0.2989 -0.11 -0.04 -0.14
O 0.1458 -1.5315 -1.5875 0.61 -0.31 0.08
O -1.8774 0.2568 0.8038 0.01 -0.75 -0.96
O 0.3765 2.1620 -1.2079 -1.46 1.32 0.74
O 0.2422 1.4299 1.5505 0.94 1.12 0.35
O -1.5426 0.4846 -1.9708 -0.62 1.29 -1.42
```
Forces are in eV/Å.

LUMO   0.47 eV
Kohn-Sham gap   0.4307 Ha
HOMO energy   -11.254 eV
Electronic energy   -611.549703 hartree
Energy above the lowest of the compared OMol25 structures with the same formula, charge and spin   86.41 kJ/mol
SMILES string   O.O.O.O.O.O.O.O



[9]
8 unconnected molecules or ions with the total composition H16O8. Source: the Open Molecules 2025 dataset; level of theory: the ωB97M-V functional and the def2-TZVPD basis.

XYZ file:
```
24
Properties=species:S:1:pos:R:3:forces:R:3
H -1.1365 -0.0512 1.8225 -0.10 0.02 -0.06
H -1.0814 0.9149 0.6505 0.11 0.11 -0.29
H -1.6207 2.8789 2.1114 -0.09 0.03 -0.09
H -3.1301 2.8321 1.9396 0.13 0.04 -0.11
H -3.7941 1.4952 -0.5252 0.17 -0.11 -0.05
H -3.6582 2.6775 -1.4705 0.12 -0.02 0.02
H 0.8152 2.9809 0.0800 -0.15 -0.05 -0.05
H 1.6539 1.8201 0.5891 -0.02 -0.04 -0.15
H 2.8690 -1.0765 0.0987 0.32 -0.10 -0.39
H 2.9970 -0.0923 1.2498 0.20 0.05 0.03
H 1.2728 -1.6525 -0.7464 -0.46 0.06 -0.49
H 1.3681 -3.1596 -0.5749 -0.07 0.10 -0.75
H -1.8598 -2.5773 -1.7398 -0.02 0.13 -0.06
H -0.7015 -2.0098 -2.5437 0.04 0.01 0.01
H 2.2420 -2.6111 1.0105 0.33 -0.26 0.39
H 3.7286 -2.7045 0.7083 0.29 -0.31 0.46
O -1.5881 0.1738 1.0013 0.02 -0.12 0.35
O -2.3936 3.4481 2.0238 0.03 -0.04 0.19
O -3.1383 2.0104 -1.0084 -0.22 0.10 0.02
O 0.7537 2.0537 0.3360 0.10 0.06 0.20
O 3.4619 -0.4127 0.4687 -0.13 0.86 0.34
O 1.6853 -2.4360 -1.1270 -4.14 1.32 -3.95
O -1.6399 -1.8791 -2.3667 0.05 -0.17 0.05
O 2.8635 -2.9162 0.3399 3.50 -1.67 4.37
```
Forces are in eV/Å.

LUMO   -0.21 eV
Kohn-Sham gap   0.3537 Ha
HOMO energy   -9.832 eV
Electronic energy   -611.408490 hartree
Energy above the lowest of the compared OMol25 structures with the same formula, charge and spin   457.16 kJ/mol
SMILES string   O.O.O.O.O.O.O.O